Record 1
105
Properties=species:S:1:pos:R:3:forces:R:3 method="wB97M-V/def2-TZVPD" total_charge=+1 e_tot_ha=-3647.1263 multiplicity=2 relative_energy_kcal_mol=0.2 homo_lumo_gap_ev="6.84 / 6.90" s2=0.7527
Ti -0.4174 -0.0380 -0.2052 -0.3 -0.6 0.2
C -4.3595 0.9866 -2.1687 0.0 0.0 0.0
C -3.1980 0.3208 -1.7527 0.0 0.0 0.0
N -2.2452 0.9112 -1.0648 0.3 -0.1 0.1
C -2.3877 2.2133 -0.6991 0.0 0.1 -0.1
C -3.4964 2.9714 -1.1218 0.0 0.0 0.1
C -4.4977 2.3109 -1.8645 0.0 0.0 0.0
C -3.5606 4.3494 -0.8080 0.0 0.0 0.0
C -2.5264 4.9131 -0.1257 0.0 0.0 0.0
C -1.4189 4.1540 0.3126 0.0 0.0 0.0
C -1.3315 2.7946 0.0825 0.0 0.1 0.0
N -0.3070 1.9120 0.4077 0.0 -0.1 0.0
C 0.8374 2.2729 1.0987 0.0 0.1 0.1
C 1.0372 3.3357 1.9615 -0.1 -0.1 0.0
C 2.2966 3.5988 2.5423 0.0 0.0 0.0
C 3.3888 2.8249 2.2843 0.0 0.0 0.0
C 3.2234 1.6775 1.4728 -0.1 0.0 0.1
C 4.2688 0.7691 1.2153 0.1 -0.1 0.0
C 4.0290 -0.3599 0.4793 0.0 0.0 0.0
C 2.7230 -0.6008 0.0315 0.0 0.0 0.0
N 1.7247 0.2193 0.2678 -0.2 0.1 -0.2
C 1.9518 1.3806 0.9401 0.1 0.1 -0.1
H -5.1129 0.4426 -2.7205 0.0 0.0 0.0
H -3.0589 -0.7276 -1.9811 0.0 0.0 0.0
H -5.3710 2.8690 -2.1808 0.0 0.0 0.0
H -4.4165 4.9292 -1.1285 0.0 0.0 0.0
H -2.5375 5.9722 0.0991 0.0 0.0 0.0
H -0.6309 4.6924 0.8089 0.0 0.0 0.0
H 0.2176 3.9696 2.2560 0.0 0.0 0.0
H 2.3817 4.4509 3.2050 0.0 0.0 0.0
H 4.3578 3.0399 2.7166 0.0 0.0 0.0
H 5.2555 0.9755 1.6138 0.0 0.0 0.0
H 4.8116 -1.0728 0.2593 0.0 0.0 0.0
H 2.4827 -1.4895 -0.5353 0.0 -0.1 0.0
C 1.1723 -5.6337 0.1542 0.0 0.0 0.0
N 1.1727 -4.3857 -0.5998 0.0 0.0 0.0
C 1.2669 -4.5899 -2.0325 0.1 0.0 0.0
C 0.7036 -3.2413 -0.0243 -0.1 -0.1 0.0
N -0.0046 -2.3259 -0.6473 0.0 0.3 0.1
C -0.9128 -2.7672 -1.6394 -0.1 0.1 -0.1
C -1.6968 -3.8668 -1.3767 0.0 0.0 0.0
C -2.6065 -4.3776 -2.3168 0.0 0.0 -0.1
C -2.7414 -3.7616 -3.5242 0.0 0.0 0.0
C -2.0196 -2.5762 -3.8090 0.0 0.0 0.0
C -2.2642 -1.9130 -5.0370 0.0 0.0 0.0
C -1.6744 -0.7154 -5.3090 0.0 -0.1 0.0
C -0.8171 -0.1395 -4.3570 0.1 -0.1 0.0
C -0.4976 -0.7735 -3.1778 -0.1 0.0 0.0
N 0.3131 -0.0551 -2.2539 -0.1 0.1 0.0
C 1.3802 0.5553 -2.7573 0.0 0.0 0.1
N 1.7471 1.7868 -2.3286 0.0 0.1 -0.1
C 3.1385 2.1890 -2.2221 0.0 0.0 0.0
C 0.7867 2.8763 -2.2576 0.0 0.0 0.0
N 2.1885 -0.0347 -3.6685 0.1 -0.1 -0.1
C 2.7675 0.7061 -4.7783 0.0 0.0 0.0
C 2.2378 -1.4737 -3.7936 0.0 0.0 0.0
C -1.1008 -2.0375 -2.8615 0.0 0.0 0.0
N 1.0465 -3.0458 1.2934 0.0 0.0 0.1
C 2.3373 -3.4733 1.8040 0.0 0.1 0.0
C -0.0246 -3.0471 2.2934 0.0 -0.1 -0.1
H 0.5044 -6.3429 -0.3417 0.0 0.0 0.0
H 0.8015 -5.4762 1.1627 0.0 0.0 0.0
H 2.1710 -6.0716 0.1997 0.0 0.0 0.0
H 2.1676 -5.1697 -2.2411 0.0 0.0 0.0
H 1.3311 -3.6409 -2.5474 0.0 0.0 0.0
H 0.4006 -5.1297 -2.4236 0.0 0.0 0.0
H -1.6201 -4.3434 -0.4068 0.0 0.0 0.0
H -3.1983 -5.2488 -2.0681 0.0 0.0 0.0
H -3.4319 -4.1341 -4.2704 0.0 0.0 0.0
H -2.9533 -2.3696 -5.7368 0.0 0.0 0.0
H -1.8827 -0.1918 -6.2335 0.0 0.0 0.0
H -0.4138 0.8510 -4.5381 0.0 0.0 0.0
H 3.4410 2.8659 -3.0267 0.0 0.0 0.0
H 3.7831 1.3129 -2.2338 0.0 0.0 0.0
H 3.2747 2.7118 -1.2724 0.0 0.0 0.0
H -0.2245 2.4842 -2.3212 0.0 0.0 0.0
H 0.9606 3.5689 -3.0881 0.0 0.0 0.0
H 0.8957 3.4237 -1.3227 0.0 0.0 0.0
H 2.4789 1.7519 -4.7286 0.0 0.0 0.0
H 2.3879 0.2915 -5.7155 0.0 0.0 0.0
H 3.8568 0.6338 -4.7796 0.0 0.0 0.0
H 1.9285 -1.9036 -2.8464 0.0 0.0 0.0
H 3.2627 -1.7773 -4.0136 0.0 0.0 0.0
H 1.5763 -1.8413 -4.5841 0.0 0.0 0.0
H 2.3115 -4.4627 2.2716 0.0 0.0 0.0
H 2.6631 -2.7605 2.5657 0.0 0.0 0.0
H 3.0777 -3.4854 1.0058 0.0 0.0 0.0
H -0.9915 -3.0057 1.8025 0.0 0.0 0.0
H 0.0542 -2.1981 2.9644 0.0 0.0 0.0
H 0.0322 -3.9731 2.8765 0.0 0.0 0.0
N 3.7908 0.9181 5.8612 -0.1 0.0 -0.1
C 2.7349 0.9106 5.4053 0.2 -0.1 0.2
C 1.4267 0.8768 4.8221 -0.1 0.1 -0.1
C 0.3406 1.5244 5.4056 0.0 0.0 0.0
C -0.8788 1.4653 4.7564 0.0 0.0 0.0
C -0.9628 0.7883 3.5462 0.0 0.0 0.0
N 0.0756 0.1774 2.9813 0.0 -0.1 0.0
C 1.2380 0.2063 3.6183 -0.1 0.1 0.0
H 0.4584 2.0511 6.3432 0.0 0.0 0.0
H -1.7553 1.9438 5.1712 0.0 0.0 0.0
H -1.8954 0.7355 2.9946 0.0 0.0 0.0
H 2.0717 -0.3078 3.1493 0.0 0.0 0.0
S -4.1831 -2.5137 1.1939 0.0 0.0 0.0
C -2.8901 -1.5880 1.0149 0.0 0.1 0.0
N -1.9302 -0.9114 0.8986 0.2 0.1 -0.1


Record 2
104
Properties=species:S:1:pos:R:3:forces:R:3 method="wB97M-V/def2-TZVPD" e_tot_ha=-2934.4946 homo_lumo_gap_ev=7.94
O 2.7760 0.9754 -4.6615 0.0 0.0 0.0
C 2.1086 1.8030 -5.2415 0.0 0.0 0.0
C 2.5848 3.2025 -5.4063 0.0 0.0 0.0
C 1.8472 4.1102 -6.0413 0.0 0.0 0.0
C 0.5112 3.7673 -6.5913 0.0 0.0 0.1
O -0.1737 4.6058 -7.1368 0.0 0.0 0.0
C 0.0346 2.3722 -6.4260 0.0 -0.1 0.0
C 0.7778 1.4596 -5.8063 0.0 0.0 0.0
H 3.5610 3.4266 -4.9943 0.0 0.0 0.0
H 2.1728 5.1330 -6.1846 0.0 0.0 0.0
H -0.9428 2.1464 -6.8338 0.0 0.0 0.0
H 0.4536 0.4358 -5.6692 0.0 0.0 0.0
O -1.1300 -2.1387 4.0298 0.0 0.0 0.0
C -0.6411 -1.1149 3.5973 0.0 0.0 0.0
C -0.5546 0.1055 4.4380 0.0 0.0 0.0
C -0.0240 1.2294 3.9657 0.0 0.0 0.0
C 0.5056 1.3097 2.5786 0.0 -0.1 0.0
O 0.9909 2.3357 2.1570 0.1 0.0 0.0
C 0.4188 0.0847 1.7393 0.0 0.0 0.0
C -0.1134 -1.0380 2.2147 0.0 0.0 0.0
H -0.9455 0.0216 5.4443 0.0 0.0 0.0
H 0.0515 2.1333 4.5568 0.0 0.0 0.0
H 0.8010 0.1715 0.7313 0.0 0.0 0.0
H -0.1901 -1.9427 1.6250 0.0 0.0 0.0
O -2.2655 -6.8971 5.4714 0.0 0.0 0.0
C -2.9391 -5.9521 5.8300 0.0 0.0 0.0
C -4.2232 -6.1639 6.5454 0.0 0.0 0.0
C -4.9787 -5.1335 6.9146 0.0 0.0 0.0
C -4.5613 -3.7354 6.6397 0.0 0.0 0.0
O -5.2485 -2.7957 6.9805 0.0 0.0 0.0
C -3.2721 -3.5279 5.9324 0.0 0.0 0.0
C -2.5174 -4.5562 5.5553 0.0 0.0 0.0
H -4.4906 -7.1965 6.7334 0.0 0.1 0.1
H -5.9206 -5.2575 7.4344 0.0 0.0 0.0
H -2.9869 -2.5035 5.7365 0.0 0.0 0.0
H -1.5807 -4.4239 5.0311 0.0 0.0 0.0
O -5.4511 7.3676 -6.7888 0.0 0.0 0.0
C -4.9691 6.6374 -7.6270 0.0 0.0 0.0
C -5.6737 6.3811 -8.9113 0.0 0.0 0.0
C -5.1548 5.5779 -9.8352 0.0 0.0 0.0
C -3.8472 4.9057 -9.6205 0.0 0.0 0.0
O -3.3797 4.1680 -10.4622 0.0 0.0 0.0
C -3.1395 5.1646 -8.3424 0.0 0.0 0.0
C -3.6620 5.9658 -7.4162 0.0 0.0 0.0
H -6.6240 6.8836 -9.0401 0.0 0.0 0.0
H -5.6483 5.3729 -10.7767 0.0 0.0 0.0
H -2.1849 4.6733 -8.2008 0.0 0.0 -0.1
H -3.1676 6.1658 -6.4726 0.0 0.0 0.0
O -5.1813 -9.2540 7.1415 -0.1 0.0 0.1
C -5.3171 -9.9257 6.1394 0.1 0.0 0.0
C -6.6019 -10.5973 5.8270 0.0 0.0 0.0
C -6.7416 -11.3286 4.7252 0.0 0.0 0.0
C -5.6195 -11.4987 3.7643 0.0 0.0 0.0
O -5.7513 -12.1634 2.7609 0.0 0.0 0.0
C -4.3367 -10.8193 4.0792 0.0 0.0 0.0
C -4.1952 -10.0881 5.1813 0.0 0.0 0.0
H -7.4018 -10.4566 6.5427 0.0 0.0 0.0
H -7.6655 -11.8318 4.4705 0.0 0.0 0.0
H -3.5380 -10.9539 3.3612 0.0 0.0 0.0
H -3.2763 -9.5711 5.4324 0.0 0.0 0.0
O -0.3630 1.7279 -0.7914 -0.1 -0.1 0.0
C -0.8410 2.6083 -1.4723 0.1 0.1 0.0
C -2.2394 3.0661 -1.2787 0.0 0.0 0.0
C -2.7514 4.0473 -2.0158 0.0 0.0 0.0
C -1.9433 4.7332 -3.0569 0.0 0.0 0.0
O -2.4070 5.6282 -3.7277 0.0 0.0 0.0
C -0.5440 4.2740 -3.2476 0.0 0.0 0.0
C -0.0342 3.2856 -2.5196 0.0 0.0 0.0
H -2.8059 2.5579 -0.5087 0.0 0.0 0.0
H -3.7678 4.3999 -1.8951 0.0 0.0 0.0
H 0.0325 4.7936 -4.0029 0.0 0.0 0.0
H 0.9847 2.9355 -2.6355 0.0 0.0 0.0
C 3.5128 2.1642 -1.2974 0.0 -0.2 0.0
C 4.5681 1.1287 -1.7143 -0.2 0.0 -0.2
C 4.4194 -0.2547 -1.0633 0.2 0.2 0.3
C 5.0403 -0.3751 0.3386 0.0 0.2 0.0
C 4.1114 0.0779 1.4702 -0.1 -0.2 -0.1
C 4.6758 -0.1671 2.8719 0.2 -0.2 -0.2
C 5.7147 0.8456 3.3857 0.0 0.0 0.2
C 5.4435 2.3129 3.0387 -0.2 0.1 0.0
C 5.9472 2.8156 1.6741 -0.1 0.1 0.0
Si 7.8003 2.7494 1.4023 0.0 -0.2 -0.1
H 2.5422 1.6745 -1.1529 0.1 0.1 0.0
H 3.3808 2.9198 -2.0789 0.1 0.0 0.1
H 3.7633 2.6823 -0.3689 -0.1 0.0 -0.1
H 5.5765 1.5107 -1.5200 0.0 0.0 0.0
H 4.4938 0.9911 -2.7973 0.0 0.0 0.1
H 3.3525 -0.5053 -0.9999 0.1 -0.1 -0.1
H 4.8918 -0.9909 -1.7180 -0.1 0.0 0.0
H 5.3327 -1.4145 0.5345 -0.1 0.1 0.0
H 5.9735 0.2055 0.3496 0.0 -0.1 0.1
H 3.8222 1.1260 1.3412 0.0 -0.1 0.0
H 3.1830 -0.4986 1.3691 0.1 0.0 0.0
H 3.8591 -0.2478 3.5985 0.0 0.2 -0.1
H 5.1528 -1.1566 2.8511 -0.1 0.1 0.2
H 5.7242 0.7706 4.4792 0.1 -0.1 -0.1
H 6.7143 0.5418 3.0627 0.0 0.1 -0.1
H 4.3598 2.4862 3.0981 0.1 0.0 0.0
H 5.8840 2.9511 3.8135 0.0 -0.1 0.0
H 5.6755 3.8765 1.5812 0.0 -0.1 -0.1
H 5.4533 2.3091 0.8375 0.1 0.0 0.2
H 8.3596 1.3938 1.6184 0.0 0.0 0.0
H 8.4934 3.6740 2.3289 0.0 0.0 0.0
H 8.0908 3.1189 -0.0030 0.0 0.1 0.0